A molecular structure, C36H32F3Ge in a non-equilibrium geometry, computed with wB97M-V/def2-TZVPD.

Results
Orbital gap (eV): 6.915
DFT total energy (eV): -102511.1170
Relative energy (zero: lowest compared OMol25 entry of this formula, charge and spin) (kcal per mole): 19.86
Charge: +1
LUMO (eV): -4.89

Structure (XYZ):
```
72
Properties=species:S:1:pos:R:3:forces:R:3
Ge 0.33450 0.00874 2.48263 0.03 0.07 -1.16
F -7.68386 3.24350 6.27407 1.37 -0.29 -0.44
F -5.56194 3.75083 6.60282 -0.64 -0.38 -0.53
F -6.29371 3.34234 4.56840 -0.08 -0.15 0.97
C -4.49512 -0.14717 6.76568 -0.51 0.03 0.60
C -2.75513 0.52357 3.95987 -0.50 0.87 0.00
C 1.44510 4.54082 1.51387 -0.10 -0.36 0.06
C -6.39432 2.95796 5.87780 -0.84 1.08 0.26
C -6.65635 0.61567 5.13349 0.45 -0.95 0.45
C 0.47381 4.24627 2.47464 -0.07 -0.09 0.13
C -2.64005 -2.24475 0.55193 0.24 -0.05 0.08
C 3.21369 -2.50021 0.67111 -0.07 0.14 0.09
C -1.05715 -0.54794 1.26430 -0.22 -0.17 -0.19
C -1.62385 0.36249 0.36037 -0.32 -0.34 0.14
C 1.79876 2.16306 1.17137 -0.16 0.14 0.09
C -2.72749 -0.02443 -0.40918 0.15 0.01 0.00
C -5.59432 -4.00278 2.38855 -0.09 0.28 0.97
C 2.11274 3.49470 0.86959 -0.21 -0.17 0.16
C 0.16901 2.91806 2.80068 0.39 0.20 -0.53
C 3.09430 -0.78989 2.88121 0.13 -0.36 -0.39
C -2.64040 -1.73666 4.95330 1.88 -0.22 1.66
C -5.57065 -5.60191 4.26310 -0.01 1.06 0.03
C -1.91727 -0.48422 4.63347 0.64 0.67 -2.45
C -1.53234 -1.86906 1.32097 -0.50 0.30 -0.11
C -6.13504 -0.68534 5.05804 0.09 -0.41 0.48
C -4.03437 -2.15707 5.47743 -2.69 -1.48 0.93
C -5.09389 -4.56563 5.11703 -0.05 -0.07 0.09
C 4.35737 -2.28952 1.44710 -0.33 0.13 0.08
C 2.00963 -1.85856 0.98996 0.26 0.03 0.22
C -0.42488 -0.32854 4.40451 -1.24 -0.31 1.32
C 4.29298 -1.43457 2.55264 -0.17 0.10 0.03
C -5.79433 -5.29886 2.89642 0.29 -0.11 0.40
C 1.94469 -0.99940 2.09920 0.34 -0.44 0.47
C -4.81900 -3.26494 4.63002 1.13 -0.23 -0.70
C -5.02820 1.12641 6.90352 -0.35 -0.16 -0.12
C -5.14143 -3.00087 3.28344 -0.01 -0.27 -0.46
C -6.04013 1.51256 6.01647 0.02 0.09 -0.34
C -3.23915 -1.32109 -0.30814 0.06 0.08 0.12
C 0.81162 1.86377 2.12817 -0.14 0.55 0.65
C -4.98720 -1.03742 5.81756 0.11 1.07 -0.64
H -5.78809 -6.61669 4.67757 0.27 1.09 -0.49
H 1.12746 -2.01735 0.36689 0.25 0.00 0.17
H -2.02740 -2.32576 5.68554 0.43 -0.06 -2.10
H -0.03045 0.62902 4.84841 -0.61 -0.69 -0.27
H -2.22895 1.34640 3.47650 0.17 -0.15 0.16
H 3.25309 -3.16698 -0.19043 0.01 0.19 0.21
H 0.17568 -1.18166 4.73060 -0.20 0.14 0.39
H -3.64712 -2.68797 6.36734 -1.32 0.24 0.07
H -6.11860 -6.09552 2.22661 0.01 0.22 0.17
H 3.05917 -0.11365 3.73775 0.08 -0.16 -0.20
H -7.53591 0.86840 4.52639 0.56 0.16 0.33
H 2.33004 1.35797 0.65778 -0.16 0.22 0.16
H -3.50057 0.93882 4.64589 -0.04 -0.06 0.08
H -4.97654 -4.75287 6.20288 0.14 -0.05 -0.81
H 5.18000 -1.26430 3.16339 -0.22 -0.05 -0.17
H -4.67982 1.79674 7.69135 -0.04 -0.08 -0.46
H -0.05450 5.05413 2.98184 0.18 -0.18 -0.12
H -3.18679 0.69903 -1.08460 0.12 -0.26 0.13
H -2.83170 -1.97744 3.91739 1.19 -1.16 -1.08
H -6.64535 -1.46957 4.46794 0.47 0.80 0.21
H -3.73047 -0.51958 7.45245 0.03 0.37 -0.24
H 1.68311 5.57840 1.27047 -0.09 -0.35 0.10
H 5.29501 -2.78867 1.19209 -0.33 0.17 0.09
H -3.35619 0.03329 3.16886 0.27 0.00 0.31
H -1.21121 1.37028 0.26716 -0.21 -0.26 0.08
H -5.83407 -3.74116 1.33428 0.24 -0.31 0.97
H -3.02386 -3.26348 0.63533 0.09 0.30 -0.12
H -1.05152 -2.60401 1.97331 -0.16 0.18 -0.13
H 2.88138 3.71053 0.12845 -0.19 -0.06 0.18
H -4.10313 -1.61790 -0.90597 0.26 0.12 0.17
H -0.56884 2.70990 3.57926 0.16 0.16 -0.22
H -5.09187 -1.96743 2.91902 0.33 -0.39 -0.03
```
Forces are in eV/Å.